[1]
Molecular formula: C26H67BO10P
Method: DFT, ωB97M-V/def2-TZVPD

Cartesian coordinates (Å):
O -0.440152 6.622287 -4.369909
B 0.565444 6.692638 -5.320821
O 1.033331 7.963048 -5.577886
C 1.169563 5.469041 -6.085543
C 2.615236 5.202967 -5.533375
P 2.683108 4.279620 -4.068871
O 1.875737 5.151072 -2.787974
O 1.575933 3.079968 -4.295326
H -0.200878 5.951174 -3.718776
H 1.748758 7.902664 -6.216033
H 0.540090 4.578691 -6.012663
H 1.199125 5.696125 -7.160627
H 3.057123 6.177732 -5.279612
H 2.411252 5.929564 -2.613758
H 0.804162 3.415907 -4.769916
C -0.566852 -2.032293 -0.995369
C 0.011282 -1.953284 -2.401215
O -0.395626 -0.793229 -3.098802
C 0.000202 0.425427 -2.477876
C 1.494057 0.645095 -2.376118
H -1.656825 -1.993080 -1.039560
H -0.275904 -2.958012 -0.495951
H -0.230154 -1.202848 -0.372617
H -0.354656 -2.795093 -2.993199
H 1.104742 -2.030759 -2.378232
H -0.469282 0.500184 -1.490750
H -0.428729 1.216888 -3.091949
H 1.986386 -0.114812 -1.762783
H 1.685473 1.619730 -1.929448
H 1.949328 0.637750 -3.364594
C -1.980195 -4.220733 4.404481
C -1.376188 -4.167337 3.010617
O -1.735953 -3.020131 2.267207
C -1.362053 -1.770990 2.828383
C 0.133670 -1.603142 3.028716
H -3.068554 -4.164551 4.350907
H -1.703490 -5.155664 4.893405
H -1.630541 -3.402044 5.034894
H -1.742264 -5.008342 2.420412
H -0.285658 -4.268280 3.064483
H -1.898317 -1.599470 3.769537
H -1.717513 -1.020333 2.122229
H 0.538926 -2.324531 3.740050
H 0.343728 -0.603984 3.411222
H 0.661026 -1.729778 2.082189
C 4.682245 3.139129 -0.880629
C 5.896374 3.312808 -1.771398
O 7.123512 3.444385 -1.050921
C 7.469229 2.357588 -0.222470
C 7.631334 1.036315 -0.957787
H 4.592092 3.976538 -0.186089
H 3.784291 3.098886 -1.495685
H 4.732563 2.219692 -0.291384
H 5.797738 4.230297 -2.347422
H 5.960439 2.497513 -2.498252
H 6.746000 2.246503 0.595133
H 8.420430 2.640583 0.232724
H 6.698496 0.708845 -1.416893
H 7.951529 0.259275 -0.261067
H 8.380223 1.128143 -1.745846
C -0.995074 -5.920847 -2.353768
C 0.521644 -5.939138 -2.268654
O 1.102581 -7.210135 -2.508356
C 0.849497 -7.775291 -3.780923
C 1.345341 -6.936589 -4.946699
H -1.425362 -6.636465 -1.651660
H -1.367353 -4.925625 -2.108113
H -1.354219 -6.170874 -3.353036
H 0.830264 -5.672017 -1.257728
H 0.950839 -5.186679 -2.939635
H -0.217752 -7.997901 -3.898900
H 1.371968 -8.732331 -3.768559
H 0.838729 -5.972989 -5.006005
H 1.164757 -7.463190 -5.884665
H 2.415619 -6.748699 -4.854230
C -4.175345 3.037227 2.514903
C -2.662756 3.151720 2.441767
O -2.037137 1.997211 1.919599
C -2.389531 1.630129 0.596427
C -2.046599 2.654163 -0.470201
H -4.451465 2.154176 3.093723
H -4.601576 3.920816 2.991751
H -4.633509 2.942926 1.529816
H -2.255549 3.254017 3.448656
H -2.367082 4.049245 1.886739
H -3.450327 1.355836 0.544609
H -1.821474 0.717256 0.408214
H -2.587840 3.594541 -0.357741
H -2.293163 2.238132 -1.446996
H -0.978900 2.876097 -0.446660
C -5.723249 -0.059631 7.979486
C -4.212064 0.048010 7.863501
O -3.593536 -1.077320 7.269295
C -3.997342 -1.381225 5.944585
C -3.747117 -0.267869 4.943382
H -6.000697 -0.949978 8.545214
H -6.118401 0.817250 8.493692
H -6.206499 -0.115640 7.003398
H -3.771658 0.114641 8.858698
H -3.935886 0.966216 7.332256
H -5.051332 -1.683016 5.924392
H -3.413396 -2.260644 5.670545
H -4.321377 0.630436 5.175458
H -4.029751 -0.593722 3.941718
H -2.691313 0.006419 4.929513

Cartesian forces, eV/Å:
0.2 0.2 0.3
-0.1 -0.3 0.0
-0.1 0.2 -0.1
0.3 0.3 -0.1
-1.1 0.2 0.3
1.6 0.0 -0.3
-0.9 -0.4 0.1
-0.5 0.1 0.4
-0.1 -0.2 0.0
0.0 0.1 -0.1
-0.1 0.0 -0.1
0.1 -0.1 -0.1
0.6 -0.1 -0.2
0.1 0.1 0.0
0.0 -0.1 -0.1
0.0 0.0 0.0
-0.1 0.0 0.1
0.1 -0.1 0.0
-0.1 0.3 0.0
0.1 -0.3 0.0
0.0 0.0 0.0
0.0 0.0 0.0
0.1 -0.1 0.0
0.0 0.0 0.0
0.0 0.0 0.0
0.0 0.0 0.0
0.0 0.0 -0.1
-0.1 0.0 0.1
0.0 0.0 -0.1
0.0 0.1 0.0
0.0 0.0 0.0
0.0 0.0 0.0
-0.1 0.0 -0.1
0.1 0.1 0.1
0.0 -0.1 0.0
0.0 0.0 0.0
0.0 0.0 0.0
0.1 0.0 0.0
0.0 0.0 0.0
0.0 0.0 0.0
0.1 -0.1 -0.1
-0.1 0.0 0.0
0.0 0.0 0.0
0.0 0.0 0.0
0.0 0.0 0.0
0.0 -0.1 0.1
-0.1 0.0 0.0
0.0 0.0 -0.1
0.0 0.0 0.1
0.0 0.0 -0.1
0.0 0.0 0.0
0.0 0.1 -0.1
0.0 0.0 0.0
0.0 0.0 0.0
0.0 0.0 0.0
0.0 0.0 0.0
0.0 0.0 0.0
0.0 0.0 0.0
0.0 0.0 0.0
0.0 0.0 0.0
0.0 -0.1 0.0
0.0 0.1 0.0
0.0 0.0 0.1
0.0 0.0 0.0
0.0 0.1 0.0
0.0 0.0 0.0
0.0 0.0 0.0
0.0 0.1 0.0
0.0 0.0 0.0
0.0 0.0 0.0
0.0 0.0 0.0
0.0 0.0 0.0
0.0 0.0 0.0
0.0 0.0 0.0
0.0 0.0 0.0
-0.1 -0.1 0.0
0.0 0.1 0.0
0.1 -0.1 0.1
-0.1 -0.1 -0.1
0.1 0.0 0.1
0.0 0.0 0.0
0.0 0.0 0.0
0.0 0.1 0.0
0.0 0.0 0.0
0.0 0.0 -0.1
0.0 0.0 0.0
0.0 0.0 0.0
-0.1 0.0 0.0
0.0 0.0 0.0
0.0 0.0 -0.1
0.0 -0.1 0.0
0.0 0.1 0.0
0.0 0.0 0.0
0.0 -0.1 -0.1
0.0 0.1 0.1
0.0 0.0 0.0
0.0 0.0 0.0
0.0 0.0 0.0
0.0 0.0 0.0
0.0 0.0 0.0
0.0 0.0 0.0
-0.1 0.1 0.0
-0.1 0.0 0.0
0.0 0.0 0.0
0.0 0.0 0.0

Values from the calculation:
HOMO energy, eV: -2.85
E_LUMO, eV: 2.00
Multiplicity: 1
Charge: -1

=====

[2]
Molecular formula: C26H67N4O18S6
Method: DFT, ωB97M-V/def2-TZVPD

Cartesian coordinates (Å):
N -0.019700 -2.151026 2.724702
C 0.161922 -0.909890 1.916936
C -0.792268 0.223851 2.434970
C -1.441959 1.087605 1.317782
C -2.617268 0.418249 0.523142
C -2.897552 -1.079912 0.855981
N -4.316583 -1.362312 0.428842
C -5.333553 -0.995539 1.174369
N -5.591931 -1.234987 2.548184
C -6.508145 -0.089041 2.870479
C -7.422548 -0.186109 1.597820
N -6.352328 -0.205147 0.544859
H -0.740540 -2.721750 2.293961
H -0.373750 -1.932257 3.650164
H 1.225609 -0.640433 1.972918
H -0.179169 -1.169854 0.897111
H -0.203338 0.910449 3.073987
H -1.577401 -0.194159 3.097995
H -0.674497 1.484906 0.625909
H -1.862063 1.985976 1.817428
H -2.338605 0.449223 -0.551017
H -3.552157 1.009024 0.589227
H -2.851553 -1.340580 1.922818
H -2.270740 -1.724916 0.219422
H -4.471734 -1.890084 -0.418581
H -6.211506 -2.047059 2.639612
H -7.011728 -0.104824 3.842043
H -5.875579 0.796641 2.666838
H -8.124087 0.656944 1.527822
H -7.914805 -1.163594 1.422158
H -6.045721 0.773459 0.561793
O 0.193478 5.097438 1.011041
S -0.337164 5.026638 -0.321363
O -0.158495 3.854825 -1.137583
O 0.141030 6.315385 -1.147990
C 1.548448 6.602830 -1.202703
C 2.273713 5.705374 -2.188336
C -2.058156 5.425077 -0.276055
H 1.990259 6.535906 -0.205921
H 1.635061 7.640330 -1.524532
H 2.284471 4.670393 -1.844812
H 3.306899 6.031370 -2.312018
H 1.777582 5.718999 -3.159624
H -2.191852 6.336430 0.301331
H -2.575450 4.595246 0.202012
H -2.415907 5.552128 -1.295438
O 4.532002 -5.050898 1.697383
S 4.173687 -3.691280 1.986819
O 3.990717 -2.724176 0.939054
O 5.202393 -3.092922 3.072820
C 6.612796 -3.168904 2.804124
C 7.055718 -2.111531 1.811234
C 2.749804 -3.672310 3.031359
H 6.883461 -4.170531 2.463289
H 7.117005 -3.004415 3.757821
H 6.640836 -2.302667 0.822042
H 8.142696 -2.098315 1.724256
H 6.711576 -1.122962 2.120479
H 2.908355 -4.367738 3.852929
H 1.897119 -3.982613 2.435159
H 2.595070 -2.660802 3.399867
O 6.809773 -0.956180 -1.429251
S 6.258857 -1.039639 -2.753286
O 6.489114 -2.184695 -3.587438
O 6.659371 0.288329 -3.568532
C 8.046199 0.646663 -3.636068
C 8.802972 -0.197491 -4.644492
C 4.520620 -0.734929 -2.675326
H 8.504384 0.586543 -2.645956
H 8.076797 1.692379 -3.942777
H 8.869626 -1.235380 -4.317341
H 9.817219 0.182273 -4.775775
H 8.293496 -0.193619 -5.608819
H 4.347877 0.160157 -2.082782
H 4.057837 -1.598346 -2.200246
H 4.140083 -0.614106 -3.687273
O 2.309798 -0.618008 5.394688
S 3.565116 -0.381313 6.060102
O 3.639254 -0.266817 7.489045
O 4.264254 0.908792 5.399982
C 3.509045 2.124808 5.324596
C 3.453467 2.843335 6.659883
C 4.744030 -1.575765 5.513023
H 2.505525 1.927510 4.938824
H 4.017087 2.755054 4.594462
H 2.869822 2.277949 7.386930
H 2.993198 3.825957 6.546000
H 4.455279 2.965068 7.072875
H 4.714560 -1.621405 4.427848
H 4.465074 -2.538224 5.938041
H 5.730925 -1.285015 5.866758
O -10.293630 -1.912928 -2.591739
S -10.090677 -3.334620 -2.574937
O -10.679194 -4.158589 -1.557870
O -8.503600 -3.624842 -2.612862
C -7.695273 -2.983766 -1.631253
C -7.799761 -3.674540 -0.286303
C -10.483713 -4.005497 -4.160363
H -7.952565 -1.923693 -1.554061
H -6.664937 -3.041249 -1.987409
H -8.795240 -3.557885 0.144521
H -7.076691 -3.253290 0.419723
H -7.616673 -4.744301 -0.388344
H -9.993288 -3.408788 -4.925502
H -11.564411 -3.957089 -4.277821
H -10.149375 -5.039737 -4.196399
O 0.700065 -0.102641 -6.093347
S 0.459259 1.309938 -5.999901
O 1.434286 2.197177 -5.431513
O -0.949088 1.544542 -5.253147
C -1.141502 0.917272 -3.982291
C -0.422321 1.659998 -2.870485
C -0.021456 1.927624 -7.583466
H -0.834046 -0.131553 -4.024358
H -2.216599 0.930381 -3.793093
H 0.659271 1.582711 -2.985497
H -0.689214 1.246902 -1.895669
H -0.673356 2.713365 -2.888753
H -0.796082 1.283021 -7.991299
H 0.858842 1.911874 -8.222858
H -0.381576 2.947193 -7.467760

Cartesian forces, eV/Å:
-0.2 0.1 -0.4
-1.5 -0.5 0.8
0.6 0.6 -0.2
-0.3 0.4 0.7
0.7 -0.3 -0.6
-0.6 -0.1 -0.2
0.9 -0.6 1.2
-2.3 0.8 -0.7
0.4 1.0 -0.9
-0.7 -0.3 -1.8
0.2 0.1 0.4
0.4 -0.6 2.2
0.1 0.0 0.1
0.3 0.1 0.1
-0.4 0.2 -0.4
0.8 0.2 0.2
-0.3 -0.3 -0.2
0.4 0.1 -0.4
-0.3 -0.4 0.3
0.2 -0.4 -0.3
-0.4 0.0 0.5
0.5 -0.3 0.3
0.4 0.1 -0.5
-0.1 0.1 0.7
-0.3 1.0 -0.5
1.0 -0.6 0.0
0.5 -0.2 -0.2
-0.6 0.0 1.0
0.3 -0.4 -0.4
-0.3 0.6 0.8
0.6 -0.2 -1.2
0.0 -0.3 -0.4
-0.1 0.8 -0.4
0.1 0.4 0.8
-0.6 -0.5 0.4
1.0 0.1 -0.2
-0.1 -0.3 0.0
0.0 0.1 -0.1
-0.2 -0.1 0.0
-0.3 0.0 0.1
0.0 0.0 0.0
-0.1 0.1 0.0
0.1 0.1 0.0
0.0 0.0 0.0
0.1 0.0 0.0
0.0 0.0 0.0
0.1 0.5 -0.2
-0.2 0.1 0.6
0.1 -0.4 0.1
-0.4 -0.4 -0.4
0.9 0.2 -0.3
-0.3 0.0 -0.2
0.3 0.0 0.1
-0.2 0.0 0.0
-0.3 -0.1 0.1
0.1 0.0 0.0
0.0 0.0 0.1
0.1 0.0 0.1
0.1 0.0 0.0
0.1 0.1 -0.1
-0.1 0.0 0.0
0.1 -0.2 -0.3
-0.3 0.4 -0.4
0.1 0.2 0.5
-0.4 -0.3 0.4
0.8 0.1 -0.2
-0.1 -0.3 0.0
0.0 0.1 -0.1
-0.2 -0.1 0.0
-0.3 0.0 0.1
0.0 0.0 0.0
-0.1 0.1 0.0
0.0 0.1 0.0
0.0 0.0 0.0
0.1 0.0 0.0
0.1 0.0 0.0
0.0 0.1 0.3
0.8 0.1 -0.1
-0.4 0.0 -0.4
-0.1 -0.7 0.0
-0.4 0.7 0.2
-0.1 -0.2 0.2
-0.1 0.3 0.0
0.1 -0.2 0.0
0.1 -0.3 0.0
0.0 0.0 0.0
0.0 0.0 -0.1
0.0 0.1 -0.1
0.0 0.1 0.2
-0.1 0.1 0.0
-0.1 0.1 0.0
0.1 -0.3 0.3
-0.1 -0.3 -0.4
0.2 0.5 -0.1
-0.3 0.0 -0.3
0.3 0.3 0.5
-0.3 -0.1 0.2
0.2 0.0 0.0
-0.1 0.0 -0.1
-0.1 -0.1 -0.3
0.0 0.0 0.0
0.1 0.0 -0.1
0.1 0.0 0.0
0.0 0.0 0.0
0.0 0.1 0.1
0.0 0.0 0.1
0.1 0.4 0.3
-0.3 0.3 -0.2
-0.1 -0.5 -0.1
0.2 0.0 -0.5
0.1 -0.3 0.8
0.2 -0.2 -0.4
-0.1 0.0 0.1
0.1 0.1 -0.2
0.0 0.1 -0.3
0.0 0.0 0.0
0.0 0.0 0.0
-0.1 0.0 0.0
0.0 0.0 0.0
0.0 0.0 0.1
0.0 0.0 0.0

Values from the calculation:
HOMO energy, eV: -11.61
E_LUMO, eV: -4.79
Multiplicity: 1
Charge: +1

=====

The highest E_LUMO belongs to which entry? C26H67BO10P

=====

Which value of charge does entry 2 give? +1

=====

Which formula does entry 2 have? C26H67N4O18S6